Entry 1:
{"formula": "C34H91N7O10", "method": "ωB97M-V/def2-TZVPD", "multiplicity": 1, "homo_energy_ev": -7.632, "lumo_energy_ev": 0.5, "largest_force_ev_per_a": 7.49, "de_lowest_kcal_mol": 566.0, "symbols": ["C", "C", "C", "O", "C", "N", "H", "H", "H", "H", "H", "H", "H", "H", "H", "H", "H", "C", "C", "C", "O", "C", "N", "H", "H", "H", "H", "H", "H", "H", "H", "H", "H", "H", "C", "C", "C", "O", "C", "N", "H", "H", "H", "H", "H", "H", "H", "H", "H", "H", "H", "C", "C", "C", "O", "C", "N", "H", "H", "H", "H", "H", "H", "H", "H", "H", "H", "H", "C", "C", "C", "O", "C", "N", "H", "H", "H", "H", "H", "H", "H", "H", "H", "H", "H", "C", "C", "O", "H", "H", "H", "H", "H", "H", "C", "O", "C", "C", "N", "C", "C", "O", "C", "H", "H", "H", "H", "H", "H", "H", "H", "H", "H", "H", "H", "H", "H", "H", "C", "O", "C", "C", "N", "C", "C", "O", "C", "H", "H", "H", "H", "H", "H", "H", "H", "H", "H", "H", "H", "H", "H", "H"], "xyz": [[-11.93973, 25.07545, -13.84119], [-11.35207, 24.11229, -12.77032], [-11.57863, 22.57591, -13.10453], [-12.86916, 22.24869, -13.51942], [-13.14322, 20.87448, -13.91379], [-9.91659, 24.41283, -12.64289], [-11.49861, 26.06888, -13.75995], [-13.02560, 25.04705, -13.93166], [-11.57166, 24.80452, -14.83075], [-11.94890, 24.30095, -11.87797], [-11.14089, 21.98426, -12.30051], [-10.87794, 22.37242, -13.91430], [-12.54521, 20.16757, -13.33867], [-12.85550, 20.70187, -14.95086], [-14.15582, 20.48262, -13.81794], [-9.44154, 23.76099, -12.03501], [-9.95167, 25.33792, -12.23906], [-14.36806, 20.14516, -23.92350], [-13.40957, 19.71060, -22.86306], [-12.73761, 20.89768, -22.09262], [-11.72974, 20.59778, -21.11585], [-10.48886, 20.29431, -21.68101], [-14.00591, 18.83122, -21.93359], [-14.04552, 20.91184, -24.62797], [-15.20562, 20.63060, -23.42257], [-14.76845, 19.23460, -24.36924], [-12.51842, 19.35793, -23.38228], [-13.38006, 21.42730, -21.38914], [-12.25399, 21.60377, -22.76763], [-10.12985, 20.86583, -22.53692], [-10.45320, 19.24866, -21.98669], [-9.77085, 20.42652, -20.87164], [-13.39648, 18.90819, -21.13186], [-14.90141, 19.21251, -21.66375], [-16.74231, 20.67043, -13.47437], [-16.77982, 19.17451, -13.50356], [-15.58330, 18.52847, -14.26218], [-15.67020, 18.84008, -15.64694], [-14.67432, 18.18316, -16.40787], [-16.93072, 18.66866, -12.12606], [-17.47683, 21.04064, -12.75917], [-17.02392, 21.10644, -14.43285], [-15.74649, 20.99770, -13.17548], [-17.74645, 19.06135, -13.99437], [-15.41529, 17.46677, -14.08145], [-14.64789, 18.97835, -13.92942], [-14.74696, 17.11435, -16.20672], [-13.65238, 18.51921, -16.23242], [-14.78744, 18.28295, -17.48739], [-17.67537, 19.11772, -11.61229], [-17.12322, 17.67736, -12.14537], [-18.74466, 23.48815, -18.96317], [-17.87423, 22.73338, -17.95256], [-17.59784, 23.44056, -16.66308], [-17.01330, 24.68140, -16.85017], [-16.61814, 25.32469, -15.63210], [-18.63512, 21.53659, -17.66440], [-19.60614, 23.84883, -18.40116], [-19.03287, 22.99967, -19.89399], [-18.30068, 24.47299, -19.10835], [-16.98232, 22.31834, -18.42197], [-17.02254, 22.77946, -16.01495], [-18.45882, 23.61021, -16.01654], [-16.12577, 26.28398, -15.79160], [-16.07396, 24.70818, -14.91662], [-17.53785, 25.61925, -15.12667], [-19.12421, 21.35780, -18.52980], [-17.99293, 20.76386, -17.56149], [-14.89166, 22.06719, -15.71940], [-15.24865, 21.44722, -17.09484], [-14.13903, 20.53595, -17.73699], [-14.72266, 19.62190, -18.71192], [-13.85879, 18.63829, -19.25032], [-16.49997, 20.75104, -16.79213], [-15.78538, 22.67859, -15.59464], [-14.04888, 22.74941, -15.60795], [-14.71464, 21.30954, -14.95604], [-15.47157, 22.27488, -17.76818], [-13.58235, 19.93978, -17.01395], [-13.44934, 21.13362, -18.33298], [-13.42477, 19.23666, -20.05137], [-14.34308, 17.83927, -19.81170], [-13.14293, 18.18331, -18.56575], [-16.51233, 20.02698, -17.49618], [-16.40279, 20.09697, -16.02869], [-16.01643, 17.42666, -21.31115], [-16.60722, 18.75234, -20.95450], [-16.05105, 19.79284, -21.68507], [-14.93081, 17.48418, -21.23220], [-16.18460, 17.20585, -22.36521], [-16.38596, 16.53433, -20.80589], [-16.32023, 18.91809, -19.91611], [-17.69496, 18.81577, -20.98459], [-16.29625, 20.61868, -21.26145], [-18.14878, 17.50444, -26.12604], [-18.48199, 18.87390, -25.82630], [-17.94572, 19.36491, -24.60714], [-18.57196, 20.59191, -24.04248], [-18.12393, 20.72887, -22.63757], [-18.24483, 22.00823, -22.03856], [-17.96101, 21.97817, -20.53375], [-16.60350, 21.55103, -20.41768], [-16.13889, 21.33012, -19.11285], [-18.91226, 16.98187, -25.54974], [-17.11819, 17.24405, -25.88485], [-18.35684, 17.36470, -27.18683], [-16.90512, 19.58950, -24.84128], [-17.91963, 18.65405, -23.78124], [-19.65892, 20.58754, -24.12384], [-18.15995, 21.37547, -24.67839], [-17.29141, 20.15710, -22.62823], [-19.31253, 22.22502, -22.00519], [-17.68065, 22.78329, -22.55729], [-18.56330, 21.18187, -20.09644], [-18.11978, 22.98153, -20.13857], [-16.10574, 22.27255, -18.56620], [-15.09280, 21.02393, -19.11956], [-16.63067, 20.56420, -18.51317], [-12.85255, 13.65891, -16.09820], [-12.61236, 15.07094, -15.90596], [-11.21625, 15.26648, -16.28057], [-10.23408, 15.08313, -15.12358], [-10.22832, 16.06849, -14.05965], [-9.34405, 17.28810, -14.28226], [-9.74237, 18.23483, -15.36451], [-11.09203, 18.66986, -15.23298], [-11.46196, 19.40355, -16.33903], [-13.76519, 13.27663, -15.64097], [-12.25649, 13.07979, -15.39291], [-12.68445, 13.14594, -17.04515], [-11.08931, 16.28823, -16.63838], [-10.87954, 14.67243, -17.13017], [-9.19789, 14.93052, -15.42545], [-10.47023, 14.09350, -14.73246], [-11.13772, 16.49292, -13.94585], [-8.37430, 16.80201, -14.38901], [-9.50471, 17.90315, -13.39682], [-9.47818, 17.69337, -16.27288], [-9.01269, 19.03977, -15.45243], [-11.26400, 18.64734, -17.09867], [-10.94010, 20.34834, -16.49113], [-12.54729, 19.46976, -16.26317]], "forces_ev_per_a": [[0.835, -0.953, -0.623], [-1.570, -0.843, -1.046], [1.806, 0.987, -0.909], [-1.778, -0.757, 0.317], [2.324, -0.181, 0.808], [-1.152, -0.167, -0.338], [-0.505, 0.242, 0.594], [0.063, 0.268, 0.446], [0.093, -0.476, -0.148], [0.225, 0.047, 0.528], [-0.648, -0.276, 0.625], [0.206, 0.009, -0.543], [0.356, 0.132, 0.338], [0.044, 0.393, 0.168], [0.508, 1.222, 0.727], [-0.002, 0.132, 0.325], [0.842, 0.066, 0.266], [-1.118, 0.833, 0.346], [2.231, 2.161, 0.186], [-0.282, 0.955, 0.442], [0.003, -0.424, -0.789], [0.848, -1.053, 0.759], [4.479, -1.274, -1.375], [0.560, -0.495, -0.265], [-0.114, -0.059, -0.210], [0.080, 0.203, -0.448], [0.086, -1.119, -0.137], [-1.057, 0.234, -0.729], [-0.304, 0.263, -0.396], [-0.560, 0.583, -0.087], [0.075, -0.239, -0.091], [0.203, -0.056, -0.084], [0.047, -0.944, -1.875], [1.198, 0.461, -0.381], [0.582, 0.793, 0.296], [-1.224, -0.274, 0.209], [-0.037, 0.641, 0.554], [0.653, -1.971, 0.911], [-0.121, -1.886, -0.005], [1.156, -0.442, -0.325], [0.054, -0.012, 0.145], [0.205, -0.069, 0.134], [-0.320, 0.478, 0.186], [0.117, -1.116, -0.859], [-0.636, -0.315, -0.125], [-0.124, -0.232, 0.479], [0.293, -0.182, 0.226], [-0.577, -0.685, 0.891], [-0.999, 0.018, 1.105], [-0.023, 0.180, -0.247], [-0.042, -0.111, 0.099], [-3.139, 4.539, 5.061], [-3.067, 0.384, -0.043], [-1.126, 0.172, 1.212], [2.159, 1.324, -0.094], [-1.425, 0.181, -0.079], [-2.156, -0.875, -0.320], [-0.624, -0.189, 0.366], [-4.353, 2.067, 3.236], [0.440, 0.058, -0.954], [-4.735, 2.727, 1.504], [-0.528, 0.254, -0.602], [-1.040, -0.168, -0.346], [0.384, -0.391, -0.567], [0.322, -0.230, -0.333], [-0.318, -0.078, 0.346], [-0.759, -0.209, 0.500], [-1.051, 0.473, 0.423], [0.364, -0.022, -0.627], [2.239, -0.241, 4.010], [0.125, -0.014, -0.183], [0.858, -3.018, 1.927], [1.155, 0.952, -0.305], [1.557, -0.631, 0.481], [1.088, -0.349, 1.111], [0.250, -0.028, -0.714], [-1.219, 0.845, -1.008], [2.397, -0.103, 3.211], [-0.868, 1.107, -0.786], [0.435, 0.397, 0.332], [1.243, -0.210, 2.177], [-0.581, 0.251, 1.029], [0.160, 0.277, 0.174], [-0.152, -1.010, 1.111], [0.303, 1.163, 0.551], [-0.281, -1.524, -1.032], [-0.989, -0.620, 2.227], [-1.126, -2.382, -1.878], [-0.912, -0.933, -0.200], [0.033, 0.066, -0.274], [-0.457, 0.408, 0.555], [-0.408, 0.007, 0.301], [-0.153, -0.313, -0.275], [-0.080, 1.349, 1.003], [-1.242, 1.240, 0.480], [-0.113, 0.325, 0.015], [1.065, -1.113, -0.372], [-0.301, 1.139, 0.175], [-1.837, -1.532, -2.578], [-0.363, -0.429, 1.007], [3.888, -2.461, -4.788], [-0.218, 1.487, 0.975], [2.278, 0.282, -4.920], [0.511, -0.967, 0.018], [-0.020, -0.033, 0.117], [0.179, -0.010, 0.058], [0.307, 0.081, 0.324], [-0.286, -0.861, -0.157], [-0.111, -0.031, -0.068], [-0.386, 0.783, 0.023], [0.177, 1.119, 0.704], [-0.302, 0.561, -0.701], [0.053, 0.454, 0.078], [-0.360, 0.363, 0.046], [4.558, -2.287, -3.092], [2.058, -1.243, -4.278], [-1.878, 1.704, -2.511], [-0.400, 1.384, -3.163], [-0.068, -0.970, 2.209], [1.198, -1.685, -1.433], [0.470, 1.432, 0.098], [-0.341, -0.716, 0.247], [0.158, 1.708, -0.255], [-1.593, -1.405, 1.383], [0.872, -0.696, -0.952], [1.953, -0.547, 1.849], [-0.511, -1.492, -0.755], [-0.949, 1.068, -0.649], [1.100, 0.144, -0.011], [-0.096, 0.984, -0.558], [-0.543, 0.219, 0.049], [-0.477, -0.536, -0.012], [0.058, 0.304, -0.610], [-0.136, -0.062, 0.579], [-0.554, -0.512, 0.114], [0.407, 1.010, -0.025], [0.771, -0.486, 0.656], [-1.071, -0.074, -0.954], [-0.186, 0.681, 0.576], [-0.096, 0.812, -1.400], [-0.029, 0.095, 0.033], [1.464, 0.612, 0.123]]}

---

Entry 2:
{"formula": "C2H9N2", "method": "ωB97M-V/def2-TZVPD", "multiplicity": 1, "homo_energy_ev": -15.003, "lumo_energy_ev": -5.1, "largest_force_ev_per_a": 3.35, "charge": 1, "de_lowest_kcal_mol": 33.3, "symbols": ["N", "H", "H", "H", "H", "C", "C", "N", "H", "H", "H", "H", "H"], "xyz": [[2.15573, -0.49135, 0.28424], [2.50457, -1.43611, 0.05455], [2.75510, 0.24693, -0.09537], [2.30237, -0.48575, 1.27514], [0.39485, 0.43310, 0.21957], [-1.07794, -0.06220, -1.30301], [-1.36496, 0.43576, 1.13194], [-0.61964, 0.19434, 0.11084], [-0.75113, 0.72621, -1.97439], [-0.78964, -1.15858, -1.47181], [-2.18187, -0.01391, -1.18974], [-0.88104, 1.02152, 1.86873], [-2.44642, 0.59005, 1.08932]], "forces_ev_per_a": [[0.113, -0.248, -0.171], [-0.160, 0.900, -0.523], [0.136, -0.714, 0.003], [0.101, 0.344, 0.771], [-0.327, -1.198, -0.126], [-1.239, -2.255, 2.146], [0.278, 1.775, -2.280], [-0.529, 1.558, -0.019], [0.494, -0.340, 0.041], [-0.183, 1.884, -0.562], [0.615, -0.147, -0.582], [0.590, -0.428, 1.507], [0.111, -1.131, -0.206]]}

---

Entry 3:
{"formula": "C11H27ClIIrO4P2", "method": "ωB97M-V/def2-TZVPD", "multiplicity": 6, "homo_energy_ev": [-18.360, -20.005], "lumo_energy_ev": [-10.7, -15.3], "largest_force_ev_per_a": 6.30, "charge": 3, "symbols": ["C", "I", "H", "H", "H", "Ir", "P", "C", "C", "H", "H", "H", "C", "H", "H", "H", "H", "H", "H", "C", "O", "Cl", "C", "C", "O", "P", "O", "C", "C", "O", "C", "C", "H", "H", "H", "H", "H", "H", "H", "H", "H", "H", "H", "H", "H", "H", "H"], "xyz": [[1.04340, -1.47484, -1.99813], [-1.26567, -2.78242, 1.90728], [2.07725, -1.05638, -1.98884], [0.41634, -0.82615, -2.62688], [1.06083, -2.48563, -2.41681], [0.94483, -0.62397, 0.06405], [1.68030, -2.89569, 0.52998], [0.69174, -4.40676, 0.21351], [3.12130, -3.11113, -0.51334], [2.93594, -2.19941, 2.46980], [2.96980, -4.00070, 2.23299], [1.51555, -3.20551, 2.95795], [2.33980, -3.09500, 2.23580], [3.76954, -2.24003, -0.40805], [3.65485, -4.00514, -0.19430], [1.33057, -5.28530, 0.34237], [0.25941, -4.38115, -0.78938], [2.82987, -3.21853, -1.55819], [-0.15611, -4.49142, 0.93516], [-0.70330, -1.31502, -0.47870], [-1.62106, -1.81065, -1.01474], [2.75827, 0.28884, 1.20881], [0.36783, 2.69807, -2.79002], [1.30580, 2.87248, -1.60447], [0.76141, 2.53410, -0.30255], [-0.18658, 1.37367, 0.22950], [-1.55462, 1.59149, -0.60569], [-2.98820, 1.09442, -0.66779], [-3.76622, 2.27003, -1.20653], [-0.50063, 1.83721, 1.72479], [-1.73310, 2.38696, 2.30057], [-1.31003, 2.94516, 3.63544], [0.25552, 1.65655, -3.10039], [0.82868, 3.23200, -3.62905], [-0.60691, 3.14623, -2.58788], [2.23917, 2.29665, -1.78197], [1.58483, 3.94585, -1.52254], [-3.01053, 0.27202, -1.40082], [-3.34052, 0.74072, 0.31438], [-3.44803, 3.20872, -0.74257], [-3.54995, 2.34138, -2.27634], [-4.84188, 2.14806, -1.06037], [-2.47584, 1.58387, 2.39449], [-2.13670, 3.18413, 1.65870], [-0.51598, 3.67752, 3.48211], [-2.12959, 3.43450, 4.16665], [-0.90135, 2.15021, 4.26205]], "forces_ev_per_a": [[1.070, 0.984, -1.906], [-0.872, 0.221, 1.463], [-0.245, -0.281, -0.092], [-0.155, -0.298, 0.272], [-0.221, 0.125, 0.455], [1.551, 0.395, 1.549], [1.353, -1.707, 1.383], [-0.540, 0.788, -0.151], [0.156, 0.387, -0.558], [-0.127, -0.433, 0.082], [-0.199, 0.323, 0.074], [0.499, 0.062, -0.148], [-0.371, 0.210, -0.272], [0.146, -0.084, -0.027], [0.023, -0.104, 0.140], [0.010, 0.061, 0.082], [0.040, -0.156, 0.023], [0.196, -0.089, 0.122], [0.525, -0.546, -0.391], [-4.591, -2.500, -3.524], [2.995, 2.043, 1.922], [-0.824, -0.438, -0.725], [0.103, 0.201, 0.317], [0.731, 0.460, -1.386], [-0.627, -1.509, 0.707], [-3.421, 4.808, 0.675], [1.724, -1.320, 0.744], [-0.029, -0.124, -0.123], [0.309, 0.222, -0.302], [1.331, -1.746, -1.944], [-0.825, 0.666, 0.355], [0.342, -0.073, 0.140], [-0.105, -0.010, 0.095], [-0.125, -0.101, 0.115], [0.095, -0.072, -0.133], [-0.435, 0.304, 0.457], [-0.170, -0.749, 0.301], [0.176, 0.266, 0.456], [0.477, 0.248, -0.215], [-0.164, -0.192, 0.090], [-0.234, 0.151, 0.124], [0.138, -0.116, -0.009], [0.279, 0.122, -0.070], [0.289, -0.379, -0.053], [-0.112, 0.057, 0.028], [-0.033, -0.135, -0.197], [-0.130, 0.059, 0.057]]}